{
  "formula": "C6H9NOS",
  "method": "ωB97M-V with the def2-TZVPD basis set",
  "relative_energy_ev": 6.168,
  "largest_force_ev_per_a": 4.839,
  "spin_multiplicity": 1,
  "e_homo_ev": -9.70,
  "energy_ha": -761.94177,
  "total_charge": 0,
  "elements": ["C", "C", "C", "C", "C", "C", "N", "O", "S", "H", "H", "H", "H", "H", "H", "H", "H", "H"],
  "coordinates": [[0.661516, -0.072190, 1.942664], [1.069049, 0.628751, 1.057319], [-0.512257, -0.932728, 2.033543], [-1.236071, -0.749845, 0.562750], [-1.003751, 0.597163, -0.066749], [0.491471, 0.965026, -0.214316], [2.220833, 0.749797, -2.496868], [0.272164, -0.944906, -2.217040], [1.302636, -0.059667, -1.623630], [-0.224341, -1.890924, 2.294575], [-1.385894, -0.675193, 2.756109], [-0.811213, -1.623231, 0.133588], [-2.426139, -0.889977, 0.736139], [-1.572684, 0.458119, -1.014658], [-1.651179, 1.371485, 0.533333], [0.642312, 2.252492, -0.660057], [1.991910, 1.607892, -2.958276], [2.171640, -0.792064, -0.798429]],
  "forces_ev_per_a": [[-0.714, -0.216, 0.386], [0.797, 0.647, -0.238], [-3.372, 2.429, 0.702], [-1.685, -0.978, 3.463], [-2.119, 0.442, -0.073], [-0.065, 3.848, -2.932], [0.587, -0.815, 0.790], [1.386, 1.146, 1.226], [-0.884, -0.177, -0.285], [0.241, -2.262, 0.000], [2.066, 0.078, -0.510], [-0.074, -0.354, -1.680], [2.887, 0.138, -0.504], [0.921, 0.678, 0.079], [1.685, -1.102, -0.990], [-0.414, -4.082, 1.456], [-0.566, 0.144, -0.011], [-0.679, 0.434, -0.878]],
  "nbo_charge": [0.07, -0.08, -0.47, -0.37, -0.46, -0.46, -1.17, -0.94, 1.80, 0.23, 0.23, 0.23, 0.22, 0.26, 0.23, 0.25, 0.40, 0.04]
}

{
  "formula": "C6H9NOS2",
  "method": "ωB97M-V with the def2-TZVPD basis set",
  "relative_energy_ev": 3.645,
  "largest_force_ev_per_a": 4.073,
  "spin_multiplicity": 1,
  "e_homo_ev": -8.88,
  "energy_ha": -1160.23649,
  "total_charge": 0,
  "elements": ["C", "C", "C", "C", "C", "C", "N", "O", "S", "S", "H", "H", "H", "H", "H", "H", "H", "H", "H"],
  "coordinates": [[-1.652919, 2.216302, -1.654667], [-0.777289, 1.735980, -0.970296], [1.149386, 0.102140, -0.592869], [0.437748, -1.167831, -0.892501], [0.202864, 1.260132, -0.038660], [-0.554997, 1.721127, 2.081184], [-0.496241, 0.812624, 1.174202], [0.918757, -2.051807, 1.648547], [0.305646, -4.090286, -0.264702], [-0.058004, -2.141765, 0.636617], [-2.547893, 2.391991, -2.223475], [2.087832, -0.090192, 0.065532], [1.621244, 0.556477, -1.556464], [-0.562303, -1.215917, -1.459160], [1.182376, -1.877783, -1.296734], [0.851148, 2.037843, 0.196836], [-0.170051, 2.756897, 1.951474], [-0.838884, -4.559081, 0.106895], [-1.098420, 1.603149, 3.088242]],
  "forces_ev_per_a": [[0.301, -1.002, 0.488], [-1.444, 0.753, -1.436], [1.036, 2.259, -0.637], [-0.377, -2.317, 0.016], [0.791, -2.555, 0.094], [-0.896, -0.443, 0.481], [-0.031, 1.389, 1.633], [2.959, 0.832, 2.671], [0.983, 0.869, -0.613], [-3.015, -0.664, -2.555], [0.480, 0.265, 0.102], [-1.937, 0.333, -0.642], [-0.903, -0.930, 1.381], [1.735, 0.578, 0.485], [-0.538, 0.495, -0.529], [1.225, 1.711, 0.454], [0.067, -0.615, -0.165], [-1.266, -0.535, 0.469], [0.831, -0.423, -1.699]],
  "nbo_charge": [-0.20, -0.03, -0.42, -0.62, -0.17, -0.03, -0.39, -0.96, -0.28, 1.22, 0.24, 0.25, 0.23, 0.25, 0.24, 0.21, 0.15, 0.13, 0.19]
}

{
  "formula": "C6H9NOS2",
  "method": "ωB97M-V with the def2-TZVPD basis set",
  "relative_energy_ev": 4.169,
  "largest_force_ev_per_a": 5.597,
  "spin_multiplicity": 1,
  "e_homo_ev": -8.94,
  "energy_ha": -1160.21723,
  "total_charge": 0,
  "elements": ["C", "C", "C", "C", "C", "C", "N", "O", "S", "S", "H", "H", "H", "H", "H", "H", "H", "H", "H"],
  "coordinates": [[-2.216881, -0.593757, -2.038176], [-1.486028, 0.339879, -2.273376], [0.600543, 0.435235, 2.345399], [0.076471, 2.013870, -1.357641], [-0.494068, 1.415417, -2.382307], [-0.716461, -1.332996, 1.332197], [0.372961, -0.479626, 1.426955], [2.813915, 0.214292, 0.376975], [2.670605, -2.521859, 0.561308], [2.030617, -0.865543, -0.115902], [-2.920823, -1.384379, -1.952552], [-0.150719, 0.543299, 3.093235], [1.517604, 0.936731, 2.309169], [0.855163, 2.724221, -1.599941], [0.061923, 1.659778, -0.345514], [-0.298988, 1.743757, -3.403284], [-1.427831, -1.364750, 2.217892], [-1.190583, -1.259893, 0.401395], [-0.097421, -2.223676, 1.404171]],
  "forces_ev_per_a": [[0.321, 0.740, -0.535], [0.583, -0.014, 0.711], [-1.885, -3.982, -3.011], [1.403, -0.090, -0.208], [-1.658, -0.919, -0.815], [-0.155, -1.518, 2.918], [1.836, 4.904, 1.977], [1.153, 2.399, 0.422], [-0.285, -0.355, -0.277], [-0.617, -1.926, -0.103], [-0.013, -0.072, 0.074], [-0.314, 0.460, 0.797], [1.239, 0.839, 0.007], [-0.122, 0.327, 0.200], [-0.521, 0.007, 0.325], [0.026, 0.006, 0.252], [0.625, 0.422, -1.024], [-0.728, 0.059, -1.320], [-0.888, -1.288, -0.389]],
  "nbo_charge": [-0.26, -0.01, -0.03, -0.33, -0.27, -0.46, -0.40, -0.93, -0.42, 1.19, 0.24, 0.17, 0.22, 0.21, 0.20, 0.23, 0.18, 0.23, 0.24]
}

{
  "formula": "C6H9NS",
  "method": "ωB97M-V with the def2-TZVPD basis set",
  "relative_energy_ev": 2.643,
  "largest_force_ev_per_a": 3.762,
  "spin_multiplicity": 1,
  "e_homo_ev": -8.44,
  "energy_ha": -686.86567,
  "total_charge": 0,
  "elements": ["S", "C", "C", "C", "C", "C", "C", "N", "H", "H", "H", "H", "H", "H", "H", "H", "H"],
  "coordinates": [[0.373344, -1.188555, -2.762005], [0.108977, -0.635779, -1.310168], [-0.591815, 0.786029, -1.181268], [-0.430781, 1.185199, 0.330804], [0.893992, 0.766729, 0.910888], [0.243677, -0.654441, 1.082834], [0.460375, -1.482866, -0.145748], [-1.086117, 0.153247, 1.007492], [-0.269779, 1.574276, -1.861105], [-1.609742, 0.662162, -1.310779], [-0.705825, 2.307898, 0.545267], [1.868471, 0.874011, 0.327654], [0.902473, 1.131132, 2.035913], [0.249034, -1.216699, 2.039938], [1.627747, -1.568973, -0.084550], [-0.074381, -2.460591, -0.163076], [-1.959652, -0.232779, 0.537909]],
  "forces_ev_per_a": [[0.385, -0.649, -1.973], [-0.989, 1.784, -0.910], [3.062, -0.084, 2.140], [-0.106, 2.993, -2.277], [1.153, -0.415, 2.703], [-2.614, 0.821, 0.514], [1.977, 0.264, 1.431], [-1.667, -2.335, 1.713], [0.504, -0.532, -0.356], [-2.187, -0.340, -0.500], [0.094, -2.035, -0.436], [-1.303, -0.074, 0.962], [0.625, -0.170, -2.464], [0.664, 0.457, -0.592], [-1.971, -0.688, -0.762], [0.623, 0.677, -0.005], [1.751, 0.327, 0.813]],
  "nbo_charge": [0.09, -0.09, -0.47, -0.05, -0.44, -0.03, -0.53, -0.64, 0.23, 0.21, 0.18, 0.22, 0.23, 0.21, 0.24, 0.25, 0.36]
}

no.,lowest unoccupied orbital energy (eV)
1,0.08
2,0.68
3,-0.25
4,-0.07